Molecular formula: C4H10NO
Method: DFT, ωB97M-V/def2-TZVPD

As for the frontier orbital gap: 10.676 eV. The SMILES is CC[C@H]([NH3+])C=O. As for the net charge: +1. The value obtained for the LUMO energy is -4.06 eV. The energy relative to the best compared isomer or geometry (same formula, charge and spin) comes out at 23.3 kcal/mol. The HOMO energy comes out at -0.542 Ha. As for the multiplicity: 1. The total energy comes out at -7840.3060 eV.

Structure (XYZ):
```
16
Properties=species:S:1:pos:R:3:forces:R:3
O 2.4492 -1.6293 -0.3460 -0.323 -0.019 -0.037
C 1.3258 -1.4281 -0.7034 0.651 -0.064 0.362
C 0.6025 -0.1607 -0.2302 0.191 0.085 -0.669
C -0.2735 -0.3199 1.0035 -0.136 0.289 -0.743
C -1.0033 0.9665 1.3587 0.456 0.382 0.462
N -0.1648 0.3798 -1.4429 -0.240 -0.021 -0.373
H 0.8186 -2.1464 -1.3788 -0.287 0.124 0.041
H 1.3924 0.5585 -0.0365 -0.014 0.184 0.066
H 0.4400 -0.5712 1.7705 0.072 -0.304 0.475
H -0.9813 -1.1364 0.8671 0.030 -0.181 0.126
H -0.3337 1.8280 1.4202 0.221 -0.109 -0.103
H -1.7784 1.2430 0.6518 -0.420 -0.120 0.025
H -1.4210 0.8906 2.3621 -0.333 -0.104 -0.207
H -0.4344 -0.3775 -2.0783 -0.077 -0.078 0.107
H 0.3879 1.0250 -2.0138 0.154 -0.035 0.188
H -1.0260 0.8782 -1.2040 0.055 -0.029 0.280
```
Positions in Å, forces in eV/Å.

Löwdin population analysis, charges in e, atoms 1 to 8: atom 1 (O): 0.1346, atom 2 (C): -0.2027, atom 3 (C): -0.2405, atom 4 (C): -0.1824, atom 5 (C): -0.0793, atom 6 (N): 0.2369, atom 7 (H): 0.1444, atom 8 (H): 0.1612

---

Molecular formula: C38H62Cl2N6O2PTl
Method: DFT, ωB97M-V/def2-TZVPD

As for the frontier orbital gap: 8.253 eV. As for the net charge: 0. The value obtained for the LUMO energy is -0.01 eV. The energy relative to the best compared isomer or geometry (same formula, charge and spin) comes out at 0.0 kcal/mol. The HOMO energy comes out at -0.304 Ha. As for the multiplicity: 1. The total energy comes out at -92475.4929 eV.

Structure (XYZ):
```
112
Properties=species:S:1:pos:R:3:forces:R:3
Tl -0.9303 1.4585 -3.6127 -0.041 0.234 -0.038
C -3.1728 4.4512 1.2132 0.546 0.626 1.258
N -2.4684 3.2956 0.7611 0.241 -0.994 -1.724
C -1.6723 2.5191 1.7064 -0.601 0.754 -0.045
C -2.1640 3.1459 -0.5832 0.651 0.302 0.251
N -1.1868 2.4589 -1.0453 -0.436 -0.112 -0.170
N -2.9784 3.9029 -1.4402 -0.348 0.182 -0.026
C -2.5870 4.5610 -2.6272 0.829 -0.834 -0.012
N -3.3885 5.6497 -2.8724 -0.634 1.686 -0.157
N -1.6439 4.1973 -3.4213 -0.878 -1.093 1.345
H -4.1969 4.4548 0.9066 -0.918 -0.175 0.061
H -2.7739 5.4223 0.8386 0.208 -0.585 0.478
H -3.1098 4.3639 2.3249 -0.343 0.703 -0.854
H -2.2965 2.3902 2.5898 0.260 -0.147 0.163
H -0.7609 3.0757 1.9460 0.074 -0.361 0.154
H -1.4483 1.5418 1.2876 0.092 -0.075 0.229
H -0.6637 2.0199 -0.2981 0.337 0.107 -0.066
H -3.9604 4.0189 -1.1450 1.113 0.202 -0.478
H -3.3180 6.4113 -2.1684 -0.214 -0.919 -0.729
H -3.2329 5.9990 -3.8255 -0.207 0.009 0.784
H -1.5869 4.8367 -4.1903 0.409 0.390 -0.402
C 1.8379 4.5497 -0.7557 1.385 -1.327 -1.138
C 1.9479 4.0132 0.6493 -0.308 -0.437 0.308
C 3.2284 4.4459 1.3300 0.506 0.148 0.864
C 1.9411 2.4888 0.7449 -0.869 -0.121 1.612
C 2.1961 1.6527 -0.3059 0.471 0.001 -0.295
C 2.2028 0.2456 -0.1783 -0.109 0.264 -0.182
C 2.7389 -0.4727 -1.4044 0.776 -1.254 -0.001
C 2.1272 -1.8135 -1.8473 1.142 0.197 0.071
C 4.2922 -0.7111 -1.2608 -0.278 1.187 0.211
C 1.8457 -0.3145 1.0431 0.214 -0.244 1.497
C 1.6651 0.5252 2.1991 0.036 0.367 -0.817
C 1.6920 1.9010 2.0356 -0.093 0.090 -1.129
C 1.6342 -0.0452 3.6058 0.125 -0.759 -0.607
C 3.0706 -0.1177 4.0915 0.420 -1.017 0.913
C 0.8147 0.7191 4.6108 -1.791 0.072 0.012
C 1.7997 -1.8176 1.2486 -0.341 0.204 -0.028
C 3.0002 -2.5268 1.3007 0.293 0.429 -0.052
C 3.0836 -3.9085 1.2135 -1.085 1.230 0.068
C 1.8956 -4.5943 1.0822 0.136 -0.769 -0.358
C 0.6749 -3.9228 1.1151 0.674 0.027 1.025
C 0.5759 -2.5532 1.3291 0.386 0.186 -0.579
P -1.0347 -1.7790 1.8538 -0.120 -0.160 0.936
C -2.2972 -2.0497 0.4662 0.878 -1.105 -0.399
C -3.4933 -1.1755 0.7166 -1.363 -0.306 -0.235
C -2.7255 -3.4945 0.1850 -0.319 0.014 -0.042
C -1.5889 -1.5016 -0.7655 -0.441 -1.017 -2.108
C -1.5732 -2.8972 3.3958 -0.118 0.521 -0.574
C -1.5050 -4.4122 3.2402 -0.605 -0.375 1.088
C -0.7199 -2.5134 4.5803 0.937 1.273 0.380
C -2.9869 -2.4465 3.7705 -0.630 -0.286 -1.054
H 1.7541 5.6264 -0.8139 -0.138 0.210 0.098
H 1.0186 4.0374 -1.2615 -0.185 0.371 -0.173
H 2.7775 4.2460 -1.3319 -1.089 0.560 0.614
H 1.0567 4.3513 1.2136 0.395 0.065 0.000
H 4.0851 3.9300 0.8680 -0.231 0.256 0.051
H 3.2045 4.1306 2.3876 0.140 0.170 -0.349
H 3.4083 5.5259 1.3122 -0.102 -0.087 -0.123
H 2.5039 2.1002 -1.2589 -0.294 -0.349 0.241
H 2.5652 0.1690 -2.2543 0.139 0.547 -0.186
H 2.3983 -2.6063 -1.1573 0.042 -0.221 -0.073
H 2.5802 -2.0239 -2.8368 -0.527 -0.102 0.417
H 1.0621 -1.7859 -1.8849 -0.797 0.118 -0.292
H 4.5336 -1.6189 -0.7201 -0.187 -0.143 0.165
H 4.7643 0.1375 -0.7346 -0.215 -0.306 -0.039
H 4.8175 -0.7644 -2.2096 -0.279 -0.099 -0.386
H 1.4639 2.5301 2.9040 0.285 -0.052 -0.382
H 1.2355 -1.0657 3.5384 0.117 0.253 0.040
H 3.5029 0.8663 4.1451 0.301 0.472 -0.211
H 3.6987 -0.7864 3.5066 0.019 0.214 -0.416
H 3.1566 -0.5396 5.1082 -0.375 0.176 -0.145
H 1.3565 1.6105 4.9649 -0.486 -0.131 -0.116
H 0.5889 0.0640 5.4821 0.377 0.551 -0.403
H -0.2087 0.9617 4.1526 1.380 0.054 0.697
H 3.9532 -2.0071 1.3893 -0.347 0.287 -0.171
H 4.0716 -4.2898 1.2100 0.536 -0.962 0.060
H 1.9089 -5.6764 0.9820 -0.108 0.099 -0.039
H -0.2027 -4.5095 1.2130 -0.548 -0.425 -0.408
H -4.1136 -1.4720 1.5650 0.340 0.102 0.143
H -4.2041 -1.2068 -0.1345 0.519 -0.103 0.088
H -3.1764 -0.1610 0.8087 0.087 0.922 0.316
H -3.2218 -3.8998 1.0672 -0.082 -0.146 -0.163
H -1.8853 -4.1232 -0.0951 0.160 -0.079 0.154
H -3.4240 -3.5863 -0.6675 0.156 0.373 0.309
H -0.9763 -0.6459 -0.5634 0.126 0.921 0.100
H -2.3976 -1.2749 -1.5363 1.077 0.043 0.773
H -0.8908 -2.2227 -1.2806 -0.782 0.344 0.797
H -0.5064 -4.8476 3.2729 0.073 0.317 -0.278
H -2.0522 -4.7316 2.3730 0.019 -0.364 -0.395
H -2.0132 -4.8894 4.1074 0.074 0.368 -0.288
H 0.2978 -2.8730 4.3895 0.116 0.314 0.257
H -1.0718 -3.0178 5.4903 -0.040 0.037 -0.191
H -0.7126 -1.3869 4.7911 -0.027 -1.640 -0.398
H -3.7864 -2.9623 3.2201 0.275 0.126 -0.147
H -3.1218 -1.3813 3.6290 0.025 0.323 -0.074
H -3.2003 -2.6418 4.7990 0.077 -0.279 0.892
C -1.3748 -2.4195 -5.4194 -0.959 0.618 -0.265
C -0.4273 -3.1017 -4.4416 0.371 0.993 -0.488
C -1.1282 -4.1967 -3.8245 0.073 -0.044 0.755
N -1.7785 -4.9543 -3.2624 -0.134 -0.426 0.050
H -1.0014 -1.4607 -5.7611 0.689 -0.309 -0.561
H -2.2780 -2.0448 -4.9255 -0.129 -0.639 0.330
H -1.7118 -3.0769 -6.2483 0.466 0.505 0.426
H -0.0629 -2.3735 -3.7018 -0.403 -0.308 0.095
H 0.4926 -3.4087 -4.9282 0.004 -0.371 -0.243
Cl -0.7286 0.3865 -7.7355 -0.441 0.299 -0.152
C 0.9041 0.6624 -7.1286 0.402 -1.707 -0.476
Cl 1.6799 -0.9567 -7.0069 0.196 0.155 0.067
C 0.8850 1.4130 -5.8362 -0.020 1.394 2.483
O 1.3544 0.8857 -4.7634 -0.814 0.519 -1.620
O 0.3162 2.5402 -5.9148 0.453 -1.231 0.204
H 1.4614 1.1681 -7.8853 0.183 0.513 -0.382
```
Positions in Å, forces in eV/Å.

Löwdin population analysis, charges in e, atoms 1 to 8: atom 1 (Tl): 0.9216, atom 2 (C): -0.0712, atom 3 (N): -0.1669, atom 4 (C): -0.0416, atom 5 (C): -0.4350, atom 6 (N): 0.0768, atom 7 (N): 0.1261, atom 8 (C): -0.5253

---

Molecular formula: C18H27AlBrNO4P2
Method: DFT, ωB97M-V/def2-TZVPD

As for the frontier orbital gap: 7.874 eV. As for the net charge: +2. The value obtained for the LUMO energy is -6.22 eV. The HOMO energy comes out at -0.518 Ha. As for the multiplicity: 1. The total energy comes out at -123991.7762 eV.

Structure (XYZ):
```
54
Properties=species:S:1:pos:R:3:forces:R:3
Al 0.1076 -0.5196 0.1521 0.992 -0.301 0.545
P 1.6098 0.5286 -1.4498 0.836 -0.428 -0.908
C 0.9274 -0.2504 -2.9835 -0.412 0.202 0.577
C -0.3104 -1.0936 -2.7214 -0.655 0.008 -0.350
N -0.8000 -1.2681 -1.4686 0.609 -0.242 0.293
C -1.8800 -2.0593 -1.2208 -0.302 0.416 -0.455
C -2.5300 -2.7426 -2.2376 0.274 0.450 0.077
C -2.0532 -2.5399 -3.5321 0.207 -0.047 -0.294
C -0.9868 -1.6696 -3.7854 0.020 -0.153 -0.028
C -2.4554 -2.0176 0.1681 -0.094 0.306 0.540
P -2.0715 -0.4222 1.0202 -0.709 -0.260 0.302
H -0.6547 -1.4030 -4.7960 -0.236 -0.473 0.379
H -3.4317 -3.3247 -2.0080 0.583 0.127 -0.251
H -2.5038 -3.0757 -4.3597 -0.129 0.194 0.003
H -3.5470 -2.0491 0.1194 0.083 -0.406 -0.042
H -2.0967 -2.8163 0.8340 -0.054 0.032 -0.335
H 0.7596 0.5336 -3.7150 -0.416 -0.017 -0.248
H 1.7490 -0.8728 -3.3670 -0.579 0.067 -0.075
H -2.1364 3.9214 -3.8038 0.103 0.572 0.079
O -2.2794 3.1328 -4.3172 0.393 -0.694 -0.736
H -1.8161 3.2643 -5.1681 -0.441 0.098 0.688
H -1.3147 2.8129 0.5906 -0.021 0.331 0.021
O -1.2891 3.6238 0.0655 -0.529 -0.406 -0.242
H -2.2126 3.7602 -0.2210 0.600 0.048 0.196
C -3.4777 0.6585 0.6143 0.143 0.239 -0.306
H -4.3998 0.1161 0.8687 0.233 0.237 -0.004
H -3.4272 1.6048 1.1771 -0.046 -0.412 -0.142
H -3.4797 0.8864 -0.4605 -0.044 -0.039 0.251
C -2.2628 -0.7970 2.7772 0.202 0.091 0.106
H -2.1012 0.1182 3.3602 -0.176 -0.200 -0.090
H -3.2723 -1.1960 2.9439 0.280 0.126 0.095
H -1.5063 -1.5234 3.0901 -0.174 0.022 -0.046
C 3.1471 -0.4601 -1.6154 0.226 0.144 0.730
H 3.5696 -0.1921 -2.5975 0.120 -0.015 0.519
H 3.8494 -0.3033 -0.7897 0.019 -0.011 -0.325
H 2.8587 -1.5185 -1.6424 0.130 0.198 0.145
C 2.0913 2.2613 -1.8351 -0.392 0.231 0.264
H 2.7968 2.6506 -1.0834 -0.196 -0.363 -0.209
H 2.5647 2.3022 -2.8295 -0.183 -0.139 0.371
H 1.2137 2.9275 -1.8091 0.226 -0.315 -0.090
Br 3.3601 -3.7712 0.5818 0.058 0.039 0.535
C 3.4202 -2.9016 2.2832 -0.271 -0.281 0.584
C 4.4300 -3.2896 3.1687 -0.199 0.222 0.161
C 4.6257 -2.5797 4.3609 -0.471 0.322 -0.150
C 3.8494 -1.4527 4.6457 -0.321 0.013 0.095
C 2.8435 -1.0670 3.7604 0.166 -0.075 0.564
C 2.5205 -1.8611 2.6536 1.152 -0.021 -0.637
C 1.4517 -1.4079 1.7820 0.075 0.980 -0.322
O 1.0907 -0.1443 1.7719 -0.132 -1.503 -0.668
O 0.8658 -2.1581 0.9072 -0.419 1.542 -0.124
H 5.0466 -4.1646 2.9803 -0.069 0.280 -0.278
H 5.4007 -2.8697 5.0658 -0.134 -0.131 -0.210
H 3.9636 -0.9084 5.5936 0.202 -0.169 -0.649
H 2.3139 -0.1275 3.9190 -0.128 -0.436 0.092
```
Positions in Å, forces in eV/Å.

Löwdin population analysis, charges in e, atoms 1 to 8: atom 1 (Al): 0.1593, atom 2 (P): 0.9604, atom 3 (C): -0.2349, atom 4 (C): -0.2453, atom 5 (N): 0.0417, atom 6 (C): -0.2664, atom 7 (C): 0.0313, atom 8 (C): 0.0238

---

Molecular formula: C25H26N2NaO2
Method: DFT, ωB97M-V/def2-TZVPD

As for the frontier orbital gap: 4.207 eV. As for the net charge: +1. The value obtained for the LUMO energy is -3.90 eV. The HOMO energy comes out at -0.298 Ha. As for the multiplicity: 1. The total energy comes out at -37831.2221 eV.

Structure (XYZ):
```
56
Properties=species:S:1:pos:R:3:forces:R:3
C 1.7620 -4.6570 1.4621 1.146 -0.375 -0.288
C 0.7931 -3.5276 1.7439 -0.479 1.087 0.271
N 1.5424 -2.1881 1.6467 0.401 -0.317 -0.113
C 0.6576 -0.9854 1.9630 0.475 0.128 0.186
C -0.4588 -0.8021 0.9969 -1.196 0.362 -0.698
C -0.4269 -0.0805 -0.1609 1.466 -0.598 0.475
C -1.5320 -0.0823 -1.0677 -1.240 0.259 -0.561
C -2.7601 -0.5772 -0.6098 0.268 -0.876 0.438
O -2.8315 -1.2764 0.5854 0.135 0.899 -0.465
C -1.7423 -1.4063 1.4047 -0.085 -0.936 1.541
O -1.8872 -2.0358 2.4446 0.191 0.803 -1.502
C -3.9346 -0.5145 -1.3610 -0.102 0.233 0.024
C -3.8645 -0.0657 -2.6780 0.125 -0.552 -0.033
C -2.5953 0.1850 -3.2450 0.215 0.188 -0.177
C -1.4708 0.2978 -2.4301 0.285 -0.238 0.401
C 2.1605 -2.0562 0.2513 -0.644 0.695 0.557
C 3.0634 -3.2398 -0.0114 0.572 -1.111 0.483
N 3.1245 -4.1456 1.1659 -0.302 0.559 0.192
C 3.6211 -3.3680 2.3433 0.227 -1.239 -1.003
C 2.6875 -2.2289 2.6672 -0.912 0.776 -0.018
H 1.8334 -5.3219 2.3310 -0.009 0.076 -0.267
H 1.4183 -5.2411 0.5993 0.168 0.060 0.252
H -0.0280 -3.5042 1.0171 0.180 0.175 0.282
H 0.3780 -3.5775 2.7614 -0.003 0.167 -0.430
H 0.2636 -1.1495 2.9743 0.082 -0.002 -0.310
H 1.3275 -0.1113 1.9850 -0.199 -0.288 -0.140
H 0.4929 0.4303 -0.4657 -0.353 -0.154 0.005
H -4.8642 -0.8634 -0.9054 0.277 0.198 -0.189
H -4.7772 0.0190 -3.2846 0.494 -0.306 0.241
H -2.4654 0.2433 -4.3308 -0.224 0.424 0.409
H -0.4992 0.6285 -2.8136 -0.407 -0.175 -0.039
H 1.3366 -2.0079 -0.4690 0.168 0.117 0.291
H 2.7160 -1.1068 0.2491 -0.318 -0.188 -0.004
H 2.6956 -3.8137 -0.8712 0.230 0.085 0.215
H 4.0837 -2.8948 -0.2129 -0.214 -0.175 -0.101
H 3.6953 -4.0601 3.1901 0.120 0.182 -0.216
H 4.6175 -2.9864 2.0910 -0.178 -0.211 0.144
H 3.1951 -1.2589 2.6089 -0.264 -0.138 0.094
H 2.2205 -2.3511 3.6515 0.028 0.213 -0.234
C 1.3662 4.3413 -1.0999 0.005 -0.261 0.075
Na -3.1699 2.5178 -2.3244 0.250 0.633 0.179
C 1.4905 3.3109 -0.1300 -0.951 0.654 -0.871
C 0.1856 2.8796 0.2276 -0.198 -0.023 -0.004
C -0.7720 3.6852 -0.4703 0.719 -0.342 0.135
C -0.0234 4.5797 -1.3421 0.621 -0.371 0.698
C -0.7095 5.5048 -2.1362 -0.276 -0.131 -0.147
C -2.0995 5.5784 -2.0539 0.487 0.535 -0.398
C -2.8155 4.8084 -1.1220 -0.328 -0.605 0.151
C -2.1624 3.8390 -0.3495 -0.160 -0.094 -0.118
H 2.1678 4.9064 -1.5782 -0.181 -0.297 0.237
H 2.4226 2.9423 0.2957 -0.201 0.087 -0.160
H -0.0712 2.1123 0.9533 0.078 0.406 0.161
H -0.1387 6.1607 -2.7985 -0.318 -0.131 0.131
H -2.6311 6.2970 -2.6781 0.099 -0.102 0.235
H -3.8822 5.0008 -0.9787 0.237 -0.077 -0.014
H -2.7054 3.2174 0.3693 -0.008 0.309 -0.002
```
Positions in Å, forces in eV/Å.

Löwdin population analysis, charges in e, atoms 1 to 8: atom 1 (C): -0.1339, atom 2 (C): -0.0539, atom 3 (N): -0.1878, atom 4 (C): -0.0470, atom 5 (C): -0.1172, atom 6 (C): 0.0348, atom 7 (C): -0.1295, atom 8 (C): -0.1509